(a)
A cluster of 2 separate species, C6H9Br in total, computed with ωB97M-V with the def2-TZVPD basis set.

Gap between HOMO and LUMO (alpha / beta): 0.2614 / 0.1593 Ha
E_HOMO (alpha / beta): -8.8 / -7.4 eV
LUMO level (alpha / beta): -1.71 / -3.07 eV

```
16
Properties=species:S:1:pos:R:3:lowdin_charge:R:1
Br -1.848 -3.542 -1.854 -0.269
C -0.296 1.445 0.054 -0.181
C 1.205 1.107 0.147 -0.187
C 1.442 -0.213 0.771 -0.006
C 0.495 -1.221 0.709 -0.074
C -0.715 -1.039 0.065 -0.057
C -1.101 0.258 -0.524 -0.175
H -0.675 1.675 1.056 0.118
H -0.445 2.330 -0.573 0.112
H 1.615 1.132 -0.877 0.136
H 1.749 1.888 0.698 0.119
H 2.419 -0.388 1.218 0.117
H 0.714 -2.191 1.163 0.120
H -1.399 -1.888 -0.087 -0.040
H -2.177 0.391 -0.347 0.128
H -0.981 0.255 -1.620 0.139
```

***

(b)
An isolated molecule of C6H9Br, computed with ωB97M-V with the def2-TZVPD basis set.

Gap between HOMO and LUMO: 0.3613 Ha
E_HOMO: -9.0 eV
LUMO level: 0.82 eV
Structure (SMILES): C=C1[C@@H](Br)C1(C)C

```
16
Properties=species:S:1:pos:R:3:lowdin_charge:R:1
C 0.686 -1.182 0.057 -0.352
C 0.491 -2.413 -0.238 0.084
C 1.645 -0.304 0.810 -0.554
C 0.222 0.195 0.004 -0.438
C -0.880 0.698 1.015 -0.029
C 0.289 1.044 -1.207 -0.087
Br 3.261 0.325 -0.003 0.691
H -0.310 -2.619 -0.819 0.038
H 1.307 -3.038 0.220 0.107
H 1.442 -0.133 1.893 0.097
H -0.477 1.712 1.448 0.128
H -0.791 -0.017 1.806 0.052
H -1.861 0.541 0.627 0.067
H 0.068 2.041 -0.962 0.061
H -0.392 0.671 -2.031 0.112
H 1.226 1.130 -1.690 0.023
```

***

What are the relative energies? In hartree: (a) 0.0000; (b) 0.0250.

***

(a)
A cluster of 2 separate species, C2HN2O2 in total, computed with ωB97M-V with the def2-TZVPD basis set.

Gap between HOMO and LUMO (alpha / beta): 0.3272 / 0.3272 Ha
E_HOMO (alpha / beta): -4.7 / -4.7 eV
LUMO level (alpha / beta): 4.22 / 4.22 eV
Net charge: -1

```
7
Properties=species:S:1:pos:R:3:lowdin_charge:R:1
C -0.535 0.038 1.013 0.143
C 1.599 -0.294 0.005 -0.679
N 0.918 -1.286 -0.126 0.033
N -1.253 0.233 -0.016 -0.323
O -2.319 0.931 -0.226 -0.230
O 2.401 0.573 0.103 0.001
H -0.810 -0.195 -0.753 0.055
```

***

(b)
A structure of composition C2HN2O2, computed with ωB97M-V with the def2-TZVPD basis set.

Gap between HOMO and LUMO: 0.2873 Ha
E_HOMO: -3.7 eV
LUMO level: 4.14 eV
Net charge: -1

```
7
Properties=species:S:1:pos:R:3:lowdin_charge:R:1
C -0.480 -0.686 -0.869 0.020
C 0.008 1.463 -0.350 -0.664
N -1.083 1.049 -0.444 0.050
N 0.054 -1.043 0.253 -0.352
O 0.287 -2.274 0.462 -0.259
O 1.072 1.837 -0.096 0.060
H 0.142 -0.347 1.043 0.146
```

***

What are the relative energies? In hartree: (a) 0.0089; (b) 0.0000.

***

(a)
A cluster of 2 separate species, C2HN2O2 in total, computed with ωB97M-V with the def2-TZVPD basis set.

Gap between HOMO and LUMO: 0.2000 Ha
E_HOMO: -1.8 eV
LUMO level: 3.62 eV
Net charge: -1

```
7
Properties=species:S:1:pos:R:3:lowdin_charge:R:1
C -2.787 1.448 0.733 -0.466
C -0.610 -0.291 -0.644 -0.365
N 0.254 -1.367 -0.469 -0.268
N -0.571 -1.795 -1.294 -0.129
O -2.099 1.544 1.680 0.140
O -3.440 1.265 -0.237 0.132
H -0.016 0.535 -1.350 -0.043
```

***

(b)
A cluster of 2 separate species, C2HN2O2 in total, computed with ωB97M-V with the def2-TZVPD basis set.

Gap between HOMO and LUMO: 0.2865 Ha
E_HOMO: -4.3 eV
LUMO level: 3.52 eV
Net charge: -1

```
7
Properties=species:S:1:pos:R:3:lowdin_charge:R:1
C 0.831 -0.835 -0.726 0.129
C -1.923 1.338 0.817 -0.729
N -1.495 0.380 1.281 -0.016
N 1.943 -1.253 -0.701 -0.238
O 2.935 -1.817 -1.115 -0.057
O -2.490 2.372 0.490 -0.124
H 0.199 -0.185 -0.046 0.035
```

***

What are the relative energies? In hartree: (a) 0.0541; (b) 0.0000.